Entry 1:
# C20H24ClCuNO2S

A molecular structure, C20H24ClCuNO2S (ωB97M-V/def2-TZVPD, the OMol25 dataset).

XYZ file:
```
50
Properties=species:S:1:pos:R:3:forces:R:3
C -1.5194 4.5690 2.7874 -0.25 0.19 -0.32
C -2.0259 4.5304 1.3465 0.07 -0.09 0.39
O -1.2231 3.7123 0.5196 0.04 0.04 0.04
C -0.1083 4.4135 -0.0364 -0.50 -0.44 -0.04
C 1.0930 3.4732 -0.1554 -0.08 0.62 0.34
O 0.6525 2.1398 -0.2282 0.03 -0.02 -0.10
C 1.6436 1.2334 -0.6100 -0.19 0.00 -0.36
C 0.9424 -0.0416 -0.9902 -0.03 -0.12 -0.04
C -0.4154 -0.0266 -1.2441 -0.10 0.25 0.19
C -1.1218 -1.1736 -1.5738 0.21 0.00 -0.31
C -2.6093 -1.1376 -1.7976 -0.04 -0.35 0.40
Cl -3.0886 0.1941 -2.8652 -0.02 0.06 -0.27
C -3.3738 -1.1212 -0.4467 0.47 0.26 0.01
C -3.8129 0.2872 -0.0152 -0.47 -0.09 0.65
C -0.4526 -2.3881 -1.6900 0.35 0.00 -0.08
C 0.9111 -2.4450 -1.4707 -0.42 -0.04 0.05
C 1.5942 -1.2769 -1.1001 0.59 -0.42 -0.04
S 3.3006 -1.4298 -0.7443 -0.24 0.40 0.56
C 3.3751 -3.0008 -0.0528 -0.24 0.15 -0.37
C 4.2721 -3.2875 0.9865 0.00 -0.44 -0.03
C 4.2392 -4.5555 1.5365 0.25 0.46 0.11
C 3.3583 -5.5179 1.0600 -0.15 -0.05 -0.19
C 2.4859 -5.2385 0.0123 0.12 0.58 -0.27
C 2.4913 -3.9743 -0.5508 -0.38 -0.68 0.14
N 1.6053 -3.6885 -1.6458 0.42 0.54 0.26
H -1.8351 5.4799 3.2867 0.01 0.14 0.07
H -1.9308 3.7406 3.3567 0.23 -0.26 0.15
H -0.4355 4.5231 2.7876 0.13 -0.02 0.18
H -3.0240 4.0876 1.3423 -0.32 -0.08 -0.19
H -2.1347 5.5344 0.9412 0.05 0.12 -0.17
H -0.4026 4.8030 -1.0105 -0.01 0.01 -0.13
H 0.1464 5.2584 0.5990 0.20 0.13 0.03
H 1.7385 3.6210 0.7123 0.17 -0.19 0.09
H 1.6501 3.7571 -1.0485 0.18 -0.07 -0.11
H 2.3841 1.0626 0.1758 0.02 0.03 0.17
H 2.1790 1.5962 -1.4968 0.13 0.09 -0.01
H -0.9318 0.9171 -1.1575 0.01 0.08 -0.04
H -2.8806 -2.0498 -2.3120 -0.12 -0.10 -0.16
H -4.2034 -1.8146 -0.4980 -0.32 0.13 -0.04
H -2.6989 -1.5180 0.3056 0.11 -0.17 0.05
H -3.5499 0.3697 1.0770 0.37 -0.26 0.24
H -3.2872 1.0877 -0.5183 -0.07 0.14 -0.11
H -4.8934 0.3830 -0.1010 -0.07 0.28 -0.35
H -0.9588 -3.2943 -1.9802 -0.11 -0.14 -0.03
H 4.9363 -2.5276 1.3610 0.15 0.11 0.06
H 4.8943 -4.7985 2.3577 0.09 0.01 0.06
H 3.3498 -6.4957 1.5108 0.00 -0.17 0.07
H 1.8019 -5.9644 -0.3916 -0.07 -0.21 0.02
H 2.2041 -3.5593 -2.4642 -0.26 -0.44 -0.26
Cu -4.3314 1.5513 2.1334 0.06 0.06 -0.31
```
Positions in Å, forces in eV/Å.

Results
- spin multiplicity = 2
- M (g mol⁻¹) = 441.48
- HOMO-LUMO gap (alpha / beta) (eV) = 6.47 / 5.34
- HOMO energy (alpha / beta) (eV) = -14.552 / -14.547
- net charge = +2

Entry 2:
# C14H23O9P2RbSe3Te

A molecular structure, C14H23O9P2RbSe3Te (ωB97M-V/def2-TZVPD, the OMol25 dataset).

XYZ file:
```
53
Properties=species:S:1:pos:R:3:forces:R:3
Rb 0.3658 0.2482 0.9514 0.06 0.00 -0.55
C -0.7480 -4.1781 2.6266 -0.04 -0.05 -0.01
C -0.1561 -2.8074 2.2612 -0.14 -0.14 0.11
O -0.9531 -2.2136 1.2395 0.13 0.20 0.13
P 1.6034 -3.0158 1.7179 0.10 -0.04 -0.34
O 1.6494 -4.1431 0.6259 0.08 -0.40 0.39
O 2.2650 -3.6670 3.0147 0.08 -0.06 -0.15
O 2.2743 -1.7902 1.2268 -0.22 0.12 0.34
P -0.1409 -1.7729 3.8251 0.22 -0.15 0.10
O -1.7250 -1.6092 4.1806 0.01 0.00 0.03
O 0.4924 -2.6984 4.8308 0.04 0.07 0.01
O 0.4056 -0.4009 3.6198 -0.37 0.06 -0.17
H -0.8145 -4.7980 1.7314 0.02 0.00 0.01
H -1.7640 -4.0373 3.0039 -0.01 0.01 -0.01
H -0.1539 -4.6901 3.3790 0.00 0.01 0.01
H -1.0923 -2.8815 0.5218 0.06 0.08 -0.02
H 0.8069 -4.4227 0.1605 -0.08 0.20 -0.14
H 1.7738 -3.3771 3.8281 -0.01 0.06 0.06
H -2.0147 -2.4043 4.6387 -0.02 -0.03 0.02
Se -1.0392 -4.6091 -1.0872 -0.05 -0.04 0.02
Se 0.1144 -3.5374 -2.8268 0.04 0.04 -0.17
Te -0.6845 -1.1145 -2.5311 0.05 0.03 0.16
Se -0.8643 -0.0325 -4.7702 -0.02 -0.02 -0.03
C -2.6577 3.5315 -2.5737 0.00 -0.02 0.01
C -3.5072 2.3104 -2.9245 -0.01 0.01 -0.02
C -3.2428 1.3732 -1.7479 -0.03 0.02 0.00
O -1.9773 1.7631 -1.1955 -0.02 0.03 0.16
C -1.4497 2.8600 -1.9392 0.07 -0.07 -0.08
H -3.1672 4.1693 -1.8442 0.00 0.01 0.00
H -2.3898 4.1339 -3.4427 0.00 -0.01 -0.01
H -3.1264 1.8478 -3.8366 -0.01 0.00 0.00
H -4.5681 2.5358 -3.0457 0.00 0.00 0.00
H -3.1910 0.3294 -2.0592 -0.01 0.00 0.02
H -3.9981 1.4739 -0.9596 0.00 0.01 0.00
H -0.7767 2.4799 -2.7161 0.01 0.01 0.00
H -0.8964 3.4963 -1.2461 -0.01 0.00 0.00
C -1.1770 2.9590 3.3864 0.09 0.02 0.00
C -0.5437 3.6525 2.2065 -0.06 -0.09 0.04
O -0.2368 3.0355 1.2098 0.11 0.28 0.13
C -0.3072 5.1407 2.2681 -0.08 -0.08 0.00
C 0.3568 5.7532 1.2097 0.04 -0.07 -0.10
C 0.5865 7.1177 1.2182 -0.03 0.04 0.07
C 0.1454 7.8891 2.2890 0.01 -0.07 -0.04
C -0.5228 7.2872 3.3453 0.02 0.02 -0.03
C -0.7458 5.9173 3.3342 -0.03 -0.01 0.08
H -1.0666 1.8803 3.2903 0.00 -0.01 0.00
H -2.2392 3.2133 3.4272 0.00 0.00 0.00
H -0.7187 3.2738 4.3244 -0.01 0.00 0.00
H 0.6839 5.1331 0.3846 0.00 0.02 0.01
H 1.1063 7.5814 0.3900 0.00 0.01 0.00
H 0.3220 8.9573 2.2987 0.00 0.01 -0.01
H -0.8703 7.8846 4.1787 0.00 -0.01 0.00
H -1.2675 5.4548 4.1618 0.00 0.01 -0.01
```
Positions in Å, forces in eV/Å.

Results
- M (g mol⁻¹) = 847.23
- HOMO-LUMO gap (eV) = 3.69
- HOMO energy (eV) = -0.410
- net charge = -2
- energy above the lowest of the compared OMol25 structures with the same formula, charge and spin (kcal/mol) = 1.20

Entry 3:
# C4H17NO6

5 unconnected molecules or ions with the total composition C4H17NO6 at a distorted geometry (ωB97M-V/def2-TZVPD, the OMol25 dataset).

XYZ file:
```
28
Properties=species:S:1:pos:R:3:forces:R:3
C -2.6373 0.8614 -0.8372 -0.87 0.83 -0.77
C -1.2732 0.2668 -1.1969 -1.04 0.69 1.74
O -0.2969 0.6770 -0.2532 0.47 0.36 -0.35
C -1.5061 -1.2454 -1.3511 1.27 1.17 0.06
N -0.2399 -1.9408 -1.3313 1.06 -0.72 -1.39
C 0.5064 -2.2082 -0.2490 -0.94 0.46 1.59
O 0.1418 -1.9435 0.8937 -0.17 0.11 0.02
H -3.0693 0.7500 0.1598 0.71 -0.70 0.22
H -3.3885 0.4414 -1.5173 0.00 0.11 -0.02
H -2.6789 1.9443 -0.9756 0.28 0.00 -0.26
H -0.8955 0.7633 -2.0930 -0.35 -0.52 -0.45
H -0.1384 0.0512 0.4527 0.00 -0.55 -0.08
H -2.1516 -1.6634 -0.5865 -0.13 0.14 0.09
H -1.9678 -1.2671 -2.3356 -0.05 -0.88 -0.01
H 0.3120 -1.9088 -2.1767 -0.17 -0.16 -0.18
H 1.4701 -2.7005 -0.3560 0.16 -0.08 -0.80
O 2.9320 1.3874 0.3021 -0.52 0.42 -0.92
H 2.9821 1.8377 1.1417 0.37 -0.41 0.40
H 3.4016 0.5529 0.2565 0.13 0.07 0.56
O -0.8819 0.6327 2.5967 -0.13 0.15 0.51
H -1.0960 1.3806 2.0357 -0.03 -0.10 -0.36
H -0.7761 -0.1460 2.0400 -0.08 -0.12 0.18
O 1.4102 0.6200 4.1364 -0.25 -0.39 1.18
H 0.6365 0.9348 3.6431 0.58 -0.12 -0.49
H 2.2666 0.7958 3.7601 -0.17 0.35 -0.60
O 2.3858 -0.0091 -2.0757 -0.31 -0.25 -0.14
H 1.6800 0.4341 -1.5817 0.15 0.09 0.21
H 2.8724 0.7014 -2.5020 0.02 0.05 0.06
```
Positions in Å, forces in eV/Å.

Results
- M (g mol⁻¹) = 175.18
- HOMO-LUMO gap (eV) = 10.57
- HOMO energy (eV) = -10.114
- energy above the lowest of the compared OMol25 structures with the same formula, charge and spin (kcal/mol) = 16.49

M of number 1 (C20H24ClCuNO2S)?
441.48 g mol⁻¹